Computed, not measured: a 7-piece molecular cluster, C35H43Br2ClF18O17S overall, with the ωB97M-V functional and the def2-TZVPD basis.

## Properties
SMILES: C[C@H](Br)[C@H](Br)C1=C(CCCCS(=O)(=O)Cl)C(=O)OC1=O.CCOC(=O)C(F)(F)F.CCOC(=O)C(F)(F)F.CCOC(=O)C(F)(F)F.CCOC(=O)C(F)(F)F.CCOC(=O)C(F)(F)F.CCOC(=O)C(F)(F)F
Highest occupied orbital energy, hartree: -0.373
Spin multiplicity: 1
LUMO, eV: -0.475
Orbital gap, eV: 9.66

Geometry as XYZ:
```
117
C35H43Br2ClF18O17S the ωB97M-V functional and the def2-TZVPD basis
C 1.4940 2.5527 -2.1600
C -0.0230 2.7905 -1.8731
Br -1.0596 1.8843 -3.3132
C -0.4422 4.3153 -1.9471
Br -2.3141 4.3687 -1.2724
C -0.3238 4.8742 -3.3827
C 0.7792 5.3387 -4.0461
C 2.2176 5.4262 -3.5050
C 3.2472 4.4403 -4.1771
C 2.7623 3.7926 -5.5144
C 3.8742 2.7424 -5.9218
S 3.2043 1.5170 -7.0867
O 3.2011 2.0559 -8.4293
O 1.8569 1.1428 -6.6991
Cl 4.3224 -0.2344 -7.0543
C 0.3119 5.8318 -5.4672
O 0.7953 6.6289 -6.1661
O -0.8115 5.0456 -5.6520
C -1.4706 5.0969 -4.4107
O -2.5989 5.3115 -4.2618
H 1.7509 1.5558 -1.7213
H 1.6429 2.4565 -3.2593
H 2.1611 3.3085 -1.6949
H -0.3035 2.3781 -0.8840
H 0.1338 4.9411 -1.2245
H 2.1895 5.2911 -2.4012
H 2.5705 6.4711 -3.6982
H 4.1561 5.0450 -4.4258
H 3.5751 3.6789 -3.4355
H 2.7322 4.5517 -6.3269
H 1.8040 3.2416 -5.3862
H 4.7651 3.2347 -6.3823
H 4.2776 2.2048 -5.0262
C -6.7602 -0.3451 -0.0452
C -5.8732 -0.6819 -1.2261
O -4.5068 -0.3248 -0.9565
C -3.8004 -1.2039 -0.2455
O -4.2238 -2.2423 0.1744
C -2.3598 -0.7035 -0.0860
F -2.3043 0.6011 0.2344
F -1.6585 -0.8489 -1.2245
F -1.6822 -1.3573 0.8688
H -6.6504 0.7059 0.2284
H -7.8062 -0.5418 -0.2824
H -6.4878 -0.9343 0.8317
H -6.1790 -0.0992 -2.0947
H -5.9506 -1.7349 -1.5004
C -2.1989 9.9459 -1.9010
C -0.8639 9.5414 -2.4904
O 0.2099 9.8344 -1.5766
C 0.4215 8.9341 -0.6172
O -0.2117 7.9286 -0.4700
C 1.6183 9.3482 0.2425
F 1.5859 10.6505 0.5657
F 2.7804 9.1335 -0.4038
F 1.6764 8.6628 1.3903
H -2.1825 10.9954 -1.6012
H -2.9993 9.7972 -2.6262
H -2.4280 9.3614 -1.0087
H -0.6683 10.1209 -3.3923
H -0.8528 8.4876 -2.7748
C -0.4125 3.7407 4.8569
C -1.1213 4.7883 4.0231
O -2.2185 4.2081 3.2991
C -3.3577 4.0588 3.9789
O -3.5188 4.3646 5.1240
C -4.4416 3.4785 3.0660
F -3.9845 2.4586 2.3183
F -4.9111 4.4081 2.2135
F -5.4890 3.0158 3.7566
H -0.1021 2.9004 4.2330
H 0.4672 4.1660 5.3413
H -1.0720 3.3402 5.6282
H -0.4360 5.1896 3.2762
H -1.4607 5.6263 4.6335
C -1.6219 -4.9639 0.8656
C -0.2872 -5.3728 0.2779
O 0.7892 -5.0417 1.1767
C 1.0180 -5.9113 2.1602
O 0.4016 -6.9206 2.3439
C 2.2145 -5.4543 2.9981
F 2.1695 -4.1418 3.2839
F 3.3782 -5.6677 2.3549
F 2.2925 -6.1021 4.1683
H -1.6146 -3.9068 1.1353
H -2.4265 -5.1412 0.1514
H -1.8386 -5.5243 1.7766
H -0.1068 -4.8173 -0.6429
H -0.2681 -6.4309 0.0239
C 3.1043 -9.8711 -4.0405
C 2.7981 -9.5797 -2.5859
O 1.6142 -8.7727 -2.4642
C 0.4510 -9.4271 -2.5213
O 0.3343 -10.6078 -2.6677
C -0.7112 -8.4503 -2.3281
F -0.5611 -7.3233 -3.0465
F -0.8283 -8.0735 -1.0383
F -1.8861 -8.9743 -2.6871
H 3.1728 -8.9428 -4.6106
H 4.0453 -10.4141 -4.1335
H 2.3137 -10.4690 -4.4962
H 3.6117 -9.0026 -2.1466
H 2.7020 -10.4969 -2.0033
C 2.5837 -7.1991 6.8298
C 3.1341 -6.5144 8.0637
O 2.0776 -6.1891 8.9833
C 1.6707 -7.1788 9.7821
O 2.1142 -8.2897 9.7783
C 0.5835 -6.6739 10.7342
F -0.3343 -5.9208 10.1043
F 1.1074 -5.9138 11.7140
F -0.0747 -7.6761 11.3256
H 1.8057 -6.5910 6.3707
H 3.3749 -7.3715 6.1005
H 2.1313 -8.1594 7.0825
H 3.6013 -5.5704 7.7830
H 3.8991 -7.1196 8.5525
```

***

Computed, not measured: C35H43CeClN2Si2 as an isolated structure, with the ωB97M-V functional and the def2-TZVPD basis.

## Properties
Highest occupied orbital energy (spin up / spin down), hartree: -0.353 / -0.353
Spin multiplicity: 2
Charge: +1
LUMO (spin up / spin down), eV: -2.966 / -2.965
Orbital gap (spin up / spin down), eV: 6.63 / 6.63

Geometry as XYZ:
```
84
C35H43CeClN2Si2 the ωB97M-V functional and the def2-TZVPD basis
C 0.6580 1.1711 1.3531
C 0.1139 2.2417 0.5738
C -1.3016 2.0220 0.4424
H 0.6740 3.0985 0.1776
C -1.6216 0.8081 1.1440
C -0.4156 0.2818 1.7064
H -0.3318 -0.5987 2.3484
H 1.6824 1.1002 1.7310
H -2.0253 2.6963 -0.0116
H -2.6259 0.3870 1.2527
Ce -0.1316 0.0825 -0.8273
Si -4.1711 3.7007 -4.3886
C -3.8407 4.0991 -6.1810
C -4.4763 3.3371 -7.1750
H -5.1879 2.5509 -6.9024
C -4.1473 3.5483 -8.5179
H -4.6277 2.9422 -9.2883
C -3.1971 4.5196 -8.8616
H -2.9331 4.6756 -9.9104
C -2.5797 5.2813 -7.8674
H -1.8369 6.0266 -8.1470
C -2.8840 5.0758 -6.5206
H -2.3765 5.6312 -5.7221
C -6.0412 3.6079 -4.3720
C -6.7565 4.5761 -5.0982
H -6.2227 5.3955 -5.5845
C -8.1440 4.4608 -5.2303
H -8.6857 5.1864 -5.8341
C -8.8272 3.4086 -4.6062
H -9.9158 3.3229 -4.6946
C -8.1111 2.4522 -3.8736
H -8.6354 1.6251 -3.3980
C -6.7240 2.5435 -3.7581
H -6.1551 1.7737 -3.2308
H -3.7064 4.8582 -3.5996
Si -3.3337 1.0843 -4.5587
C -3.7949 0.9644 -2.7084
C -3.9073 2.1028 -1.8794
H -3.5297 3.0974 -2.1737
C -4.5345 2.0512 -0.6341
H -4.6601 2.9753 -0.0670
C -4.9829 0.8399 -0.1229
H -5.4676 0.8067 0.8566
C -4.7959 -0.3163 -0.8886
H -5.1382 -1.2742 -0.4882
C -4.1936 -0.2685 -2.1480
H -4.0272 -1.1868 -2.7122
C -1.6575 2.0181 -4.5369
C -1.0574 2.6046 -3.4019
H -1.5286 2.5312 -2.4186
C 0.1193 3.3478 -3.5141
H 0.5599 3.7654 -2.6131
C 0.7084 3.5670 -4.7632
H 1.6273 4.1517 -4.8510
C 0.0801 3.0368 -5.8972
H 0.4730 3.2636 -6.8925
C -1.0500 2.2351 -5.7853
H -1.4913 1.7995 -6.6856
H -2.9994 -0.2979 -4.9951
Cl -0.0381 -0.5932 -3.3742
C -0.9601 -3.3393 -1.4701
N 0.0866 -2.6769 -0.6502
C -0.1411 -3.0117 0.7638
C 1.4558 -3.1563 -1.0836
C 2.3682 -2.0497 -1.6126
N 2.3021 -0.8189 -0.7735
C 3.0013 0.2967 -1.4469
C 2.9405 -1.1010 0.5316
H -0.8602 -4.4365 -1.4257
H -1.9590 -3.0432 -1.1221
H -0.8515 -3.0108 -2.5094
H 0.0538 -4.0908 0.9278
H 0.5400 -2.4330 1.4059
H -1.1841 -2.8076 1.0465
H 1.9394 -3.6720 -0.2340
H 1.3195 -3.8744 -1.9037
H 3.4130 -2.4153 -1.6345
H 2.0432 -1.7742 -2.6257
H 3.0160 1.1733 -0.7778
H 4.0422 0.0186 -1.7055
H 2.4655 0.5529 -2.3720
H 3.1314 -0.1642 1.0693
H 2.2855 -1.7377 1.1340
H 3.8972 -1.6334 0.3721
```

***

Computed, not measured: C35H43CoN6O5PS as an isolated structure, with the ωB97M-V functional and the def2-TZVPD basis.

## Properties
Highest occupied orbital energy (spin up / spin down), hartree: 0.001 / -0.100
Spin multiplicity: 4
Charge: -2
LUMO (spin up / spin down), eV: 3.665 / 3.663
ΔE to the lowest compared entry with this formula, charge and spin, kcal per mole: 32.7
Orbital gap (spin up / spin down), eV: 3.65 / 6.38

Geometry as XYZ:
```
92
C35H43CoN6O5PS the ωB97M-V functional and the def2-TZVPD basis
Co -0.2827 0.9674 -1.3404
C 4.9404 -1.1199 1.5675
C 4.8823 -1.3817 0.0628
N 4.0108 -0.4715 -0.6521
C 4.6056 0.7697 -1.1186
C 5.2640 0.6690 -2.4939
C 2.6537 -0.7730 -0.7569
S 1.7663 0.1300 -1.9744
N 2.2605 -1.7747 -0.0449
C 1.0058 -2.2501 0.2478
O 0.1443 -1.5408 0.9317
C 0.6972 -3.6153 0.0194
C -0.5123 -4.1905 0.5104
C -0.8178 -5.5138 0.2745
C 0.0435 -6.3408 -0.4605
C 1.2367 -5.7895 -0.9548
C 1.5637 -4.4707 -0.7269
H 5.5879 -1.8543 2.0566
H 3.9350 -1.2038 1.9817
H 5.3296 -0.1189 1.7799
H 4.5292 -2.3978 -0.1049
H 5.8858 -1.2908 -0.3671
H 5.3569 1.0679 -0.3789
H 3.8360 1.5371 -1.1326
H 6.0895 -0.0498 -2.4795
H 5.6581 1.6418 -2.8064
H 4.5212 0.3413 -3.2209
H -1.1931 -3.5514 1.0598
H -1.7448 -5.9260 0.6637
H -0.2111 -7.3758 -0.6517
H 1.9046 -6.4090 -1.5445
H 2.4795 -4.0527 -1.1251
O 0.2518 7.9018 -0.8012
C 1.2194 7.1876 -1.1349
O 2.4138 7.4887 -1.3497
C 0.8973 5.6818 -1.2820
C 1.8640 4.7801 -1.7022
C 1.5767 3.4255 -1.7527
N 0.3864 2.9230 -1.4102
C -0.5682 3.8009 -1.0583
C -0.3536 5.1630 -0.9739
C -1.8941 3.1556 -0.7038
O -2.7692 3.8117 -0.1393
O -1.9733 1.9178 -1.0239
H 2.8448 5.1540 -1.9649
H 2.3170 2.6977 -2.0562
H -1.1586 5.8109 -0.6575
C -0.1206 1.8556 4.2887
N -0.8487 2.5485 3.1695
C -2.2561 1.9677 3.0539
N -2.2188 0.5548 2.9235
C -1.4564 -0.0601 3.9958
N -0.0827 0.4473 4.0878
C 0.7480 0.0021 2.9408
P 0.0386 0.3594 1.2159
C -0.0969 2.3002 1.8888
C -1.7714 0.0889 1.5944
H -0.6482 2.0875 5.2175
H 0.8868 2.2681 4.3236
H -0.9319 3.5458 3.3696
H -2.7141 2.4318 2.1815
H -2.7840 2.2634 3.9658
H -1.4162 -1.1342 3.8183
H -1.9550 0.1317 4.9519
H 0.8852 -1.0725 3.0356
H 1.7305 0.4776 3.0242
H -0.5620 2.9316 1.1409
H 0.9173 2.6828 2.0387
H -1.9681 -0.9789 1.5176
H -2.3536 0.5897 0.8231
C -2.0928 -2.2260 -3.4996
C -2.3314 -1.0224 -2.5732
C -2.8257 0.1389 -3.4376
C -1.0732 -0.6970 -1.7739
C -3.3367 -1.3786 -1.4747
C -3.3013 -2.6300 -0.8473
C -4.1452 -2.9336 0.2108
C -5.0663 -2.0009 0.6751
C -5.1198 -0.7577 0.0578
C -4.2724 -0.4530 -0.9980
H -1.4708 -1.9159 -4.3428
H -3.0431 -2.6146 -3.8895
H -1.5690 -3.0348 -2.9869
H -2.1015 0.3143 -4.2372
H -2.9149 1.0605 -2.8648
H -3.7967 -0.0950 -3.8911
H -0.5530 -1.6224 -1.5269
H -2.5750 -3.3727 -1.1527
H -4.0709 -3.9089 0.6809
H -5.7168 -2.2339 1.5097
H -5.8176 -0.0064 0.4126
H -4.3083 0.5394 -1.4283
```

***

Computed, not measured: C35H43CuN4O3P as an isolated structure, with the ωB97M-V functional and the def2-TZVPD basis.

## Properties
Highest occupied orbital energy (spin up / spin down), hartree: -0.267 / -0.289
Spin multiplicity: 2
LUMO (spin up / spin down), eV: -0.122 / -0.121
Orbital gap (spin up / spin down), eV: 7.13 / 7.75

Geometry as XYZ:
```
87
C35H43CuN4O3P the ωB97M-V functional and the def2-TZVPD basis
Cu 0.4061 -0.6316 0.5484
C -0.7616 -4.2086 -0.2180
C -1.9672 -3.4085 -0.6210
C -2.8260 -3.8787 -1.6114
C -4.0010 -3.2087 -1.9185
C -4.3369 -2.0645 -1.2098
C -3.4930 -1.5572 -0.2263
C -3.8663 -0.3120 0.5272
C -2.2831 -2.2148 0.0413
N -1.3585 -1.6606 0.9655
C -1.7003 -1.7437 2.2590
O -2.7013 -2.2529 2.7692
C -0.6699 -1.1049 3.1690
C -0.7218 -1.1246 4.5517
C 0.2685 -0.4430 5.2495
C 1.2696 0.2385 4.5636
C 1.2574 0.1875 3.1806
N 0.3072 -0.4727 2.5370
C 2.3047 0.8146 2.2854
O 3.2101 1.4731 2.8058
N 2.1064 0.5230 0.9972
C 3.1493 0.8974 0.1059
C 4.3096 0.1154 0.0339
C 4.5824 -0.9461 1.0633
C 5.2471 0.3866 -0.9566
C 5.0716 1.4403 -1.8401
C 3.9763 2.2752 -1.6885
C 3.0240 2.0314 -0.7025
C 1.9494 3.0434 -0.4204
H -0.6640 -5.0975 -0.8427
H 0.1562 -3.6291 -0.2978
H -0.8542 -4.5270 0.8235
H -2.5744 -4.7980 -2.1304
H -4.6655 -3.5932 -2.6845
H -5.2712 -1.5520 -1.4173
H -4.6784 0.2178 0.0227
H -4.1969 -0.5743 1.5363
H -3.0086 0.3590 0.6177
H -1.5286 -1.6574 5.0361
H 0.2588 -0.4390 6.3329
H 2.0608 0.7843 5.0596
H 3.6758 -1.4734 1.3615
H 5.3091 -1.6714 0.6951
H 4.9819 -0.4837 1.9694
H 6.1320 -0.2376 -1.0267
H 5.8062 1.6349 -2.6124
H 3.8664 3.1503 -2.3218
H 1.7287 3.6463 -1.3048
H 1.0362 2.5813 -0.0490
H 2.3000 3.7251 0.3599
C -0.8556 0.7446 -4.5037
N -1.1915 0.8197 -3.0581
C -0.2432 1.7094 -2.3299
C -1.3086 -0.5523 -2.3881
C -0.0244 -1.3178 -2.4053
C 0.2670 -2.1065 -3.5229
C 1.4540 -2.8125 -3.5951
C 2.3465 -2.7266 -2.5336
C 2.0256 -1.9737 -1.4130
C 0.8245 -1.2584 -1.2923
H -0.8918 1.7483 -4.9208
H -1.5709 0.0964 -5.0035
H 0.1444 0.3321 -4.5957
H -2.1168 1.2327 -2.9746
H 0.7459 1.2578 -2.3724
H -0.5715 1.8033 -1.2942
H -0.2396 2.6785 -2.8259
H -2.1211 -1.0637 -2.9077
H -1.6248 -0.3295 -1.3742
H -0.4543 -2.1839 -4.3329
H 1.6749 -3.4287 -4.4583
H 3.2840 -3.2718 -2.5677
H 2.7294 -1.9688 -0.5924
C -2.7923 3.9839 1.3563
P -1.5564 2.7662 1.8436
C -2.2479 1.9460 3.2837
C -0.1648 3.7208 2.4600
O -1.2165 1.8373 0.7209
H -3.0078 4.6835 2.1664
H -3.7106 3.4653 1.0768
H -2.4254 4.5383 0.4914
H -2.7225 2.6708 3.9488
H -1.4570 1.4327 3.8315
H -2.9863 1.2088 2.9631
H -0.4633 4.3051 3.3338
H 0.1886 4.3978 1.6818
H 0.6567 3.0557 2.7361
```

***

Computed, not measured: a 2-piece molecular cluster, C35H43F4IN4O4 overall, with the ωB97M-V functional and the def2-TZVPD basis.

## Properties
Highest occupied orbital energy, hartree: -0.227
Spin multiplicity: 1
LUMO, eV: -1.784
ΔE to the lowest compared entry with this formula, charge and spin, kcal per mole: 349.6
Orbital gap, eV: 4.39

Geometry as XYZ:
```
91
C35H43F4IN4O4 the ωB97M-V functional and the def2-TZVPD basis
C -2.9004 1.5970 -4.3364
C -2.5459 0.1419 -4.9767
O -2.6585 -0.8320 -3.9117
C -1.3932 -1.4279 -3.5714
C -1.2381 -1.5642 -1.9527
F -2.4813 -2.1119 -1.4922
N -1.1331 -0.1737 -1.4417
C -0.3662 -0.0585 -0.1949
N -0.8546 0.7907 0.7133
C -0.1785 1.0847 2.0238
C 0.0157 -0.1778 2.9802
O -1.2534 -0.7525 3.4494
C -0.9111 -1.7423 4.4479
C -1.2902 -1.2822 5.9392
F -2.2884 -0.2743 5.9364
F -0.1778 -0.8147 6.6958
F -1.7802 -2.4314 6.6498
C -2.1447 1.5530 0.4761
C -3.4362 0.6867 0.9275
C -4.3223 -0.1238 -0.0431
C -5.5773 -0.9049 0.4954
C -5.9754 -0.9481 1.9989
C -5.0810 -0.1270 2.9820
C -5.4877 -0.1690 4.5443
C -3.8745 0.6716 2.4410
N 0.8887 -0.7871 0.0186
C 2.0302 -0.2150 -0.7545
C 2.0416 1.3703 -0.8487
C 1.3472 2.2064 -1.9753
C 1.4393 3.7601 -2.0318
C 2.1980 4.5769 -0.9610
C 2.8956 3.7767 0.1852
C 3.7035 4.5037 1.3711
C 2.8277 2.2237 0.2142
C 0.7217 -2.2672 -0.2484
I -0.7137 -3.1983 1.1654
C 2.0826 -3.0783 -0.0541
C 2.8067 -3.2633 1.3366
C 4.1292 -4.0487 1.2994
N 4.8094 -4.6798 0.2291
C 4.2021 -4.5437 -1.0459
C 2.8920 -3.7529 -1.2071
C 0.0438 -2.4885 -1.7114
C -0.3070 -4.0567 -1.9932
H -3.9368 1.4646 -3.8395
H -2.9342 2.4213 -5.1362
H -2.1805 1.8915 -3.4981
H -1.5321 0.1720 -5.4996
H -3.3301 -0.0071 -5.8150
H -1.3215 -2.4873 -4.0239
H -0.4752 -0.8474 -3.9443
H -0.6655 0.3649 -2.1870
H 0.8591 1.5407 1.8526
H -0.7606 1.8688 2.6414
H 0.5270 0.2253 3.9415
H 0.7399 -0.9756 2.5754
H 0.1945 -2.0643 4.3951
H -1.5239 -2.6932 4.2422
H -2.2322 1.9464 -0.5934
H -2.1829 2.4919 1.1490
H -4.0921 -0.1710 -1.1577
H -6.2316 -1.5019 -0.2408
H -6.8820 -1.5052 2.4131
H -5.1244 0.7512 5.1107
H -6.6295 -0.2702 4.6872
H -5.0363 -1.0816 5.0867
H -3.2625 1.2590 3.2226
H 3.0498 -0.5217 -0.3029
H 2.0657 -0.6092 -1.8420
H 0.7789 1.7006 -2.8217
H 0.9485 4.3310 -2.8889
H 2.2583 5.7144 -1.0194
H 4.7199 4.0218 1.5751
H 3.7803 5.6335 1.2397
H 3.0824 4.3395 2.3358
H 3.3914 1.6966 1.0644
H 2.3767 -2.8044 2.2999
H 4.6554 -4.1375 2.3233
H 4.7222 -5.0395 -1.9421
H 2.4690 -3.6561 -2.2728
H 0.8020 -2.2148 -2.5432
H -0.2342 -4.2690 -3.1273
H 0.4015 -4.7718 -1.4590
H -1.3687 -4.3351 -1.6865
C 6.1039 3.9095 -2.2390
C 4.9843 3.2652 -3.0532
O 4.9880 2.0077 -3.0798
O 4.1922 4.0755 -3.5986
H 6.7555 3.1546 -1.7919
H 6.7097 4.5512 -2.8839
H 5.6764 4.5173 -1.4361
```

***

| no. | DFT total energy (a.u.) |
| --- | --- |
| 1 | -10442.60484 |
| 2 | -2983.08216 |
| 3 | -4186.53952 |
| 4 | -3786.17472 |
| 5 | -2576.00371 |